Entry 1:
This record from the Open Molecules 2025 dataset describes C39H18F15GeN8NaOS2 as an isolated structure. The level of theory is ωB97M-V/def2-TZVPD.

XYZ file:
```
85
C39H18F15GeN8NaOS2 | the Open Molecules 2025 dataset | ωB97M-V/def2-TZVPD
Na -2.220 -0.069 0.864
N 0.963 0.678 3.835
C 1.654 -0.464 3.476
C 2.792 -1.065 3.972
C 3.206 -2.264 3.376
C 2.492 -2.810 2.313
C 1.350 -2.192 1.802
C 0.912 -1.005 2.394
N -0.180 -0.236 2.117
C -0.138 0.801 2.986
C -1.056 1.853 3.089
C -1.166 2.819 4.116
S -2.531 3.846 3.802
C -2.846 2.942 2.357
N -2.030 1.985 2.100
H 1.255 1.372 4.495
H 3.348 -0.630 4.795
H 4.098 -2.761 3.737
H 2.844 -3.730 1.859
H 0.823 -2.596 0.944
H -0.616 2.893 5.038
H -3.674 3.199 1.708
N -2.707 1.169 -2.982
C -2.480 2.474 -2.620
C -3.016 2.605 -1.374
N -3.548 1.409 -0.958
C -3.335 0.567 -1.941
C -3.673 -0.854 -1.888
N -4.508 -1.395 -1.032
C -4.476 -2.742 -1.300
C -3.611 -3.006 -2.320
N -3.116 -1.786 -2.708
H -2.283 0.703 -3.765
H -1.961 3.164 -3.262
H -3.024 3.478 -0.742
H -5.076 -3.441 -0.742
H -3.289 -3.923 -2.780
H -2.239 -1.653 -3.194
O -3.280 -0.806 2.548
N -3.397 -1.888 3.213
C -2.347 -2.745 3.285
C -2.441 -3.913 4.007
C -3.614 -4.229 4.675
C -4.670 -3.335 4.600
C -4.545 -2.172 3.871
H -1.462 -2.402 2.765
H -1.577 -4.562 4.042
H -3.700 -5.142 5.247
H -5.606 -3.524 5.106
H -5.308 -1.419 3.757
F 4.279 1.109 -2.974
C 3.618 0.470 -3.954
C 2.291 0.116 -3.781
C 1.681 -0.458 -4.883
F 0.378 -0.776 -4.877
C 2.352 -0.708 -6.069
F 1.719 -1.265 -7.108
C 3.685 -0.367 -6.184
F 4.343 -0.601 -7.320
C 4.326 0.235 -5.118
F 5.609 0.593 -5.231
Ge 1.368 0.394 -2.026
S -0.324 -0.817 -1.697
C 2.822 0.035 -0.726
C 3.309 0.892 0.243
F 2.836 2.140 0.367
C 4.317 0.533 1.122
F 4.752 1.391 2.050
C 4.886 -0.720 1.027
F 5.862 -1.079 1.861
C 4.440 -1.601 0.062
F 4.983 -2.820 -0.027
C 3.419 -1.212 -0.782
F 3.016 -2.107 -1.701
C 0.963 2.347 -2.008
C 0.348 2.855 -0.873
F 0.139 2.057 0.168
C -0.069 4.169 -0.760
F -0.658 4.615 0.349
C 0.123 5.026 -1.828
F -0.276 6.297 -1.750
C 0.726 4.562 -2.980
F 0.911 5.393 -4.015
C 1.133 3.240 -3.050
F 1.702 2.864 -4.212
```

Values from the calculation:
- ⟨S²⟩: 0.77
- Energy relative to the best compared isomer or geometry (same formula, charge and spin): 0.00 kJ/mol
- Net charge: -1
- HOMO-LUMO gap (spin up / spin down): 3.4 / 6.4 eV
- Multiplicity: 2
- LUMO (spin up / spin down): 1.8 / 1.8 eV

Entry 2:
This record from the Open Molecules 2025 dataset describes C39H25AsCl2N4O3S5W as an isolated structure in a non-equilibrium geometry. The level of theory is ωB97M-V/def2-TZVPD.

XYZ file:
```
80
C39H25AsCl2N4O3S5W | the Open Molecules 2025 dataset | ωB97M-V/def2-TZVPD
W -0.223 -0.185 -0.515
Cl 3.167 -5.682 -1.554
C 2.824 -4.029 -1.279
C 1.764 -3.692 -0.451
C 1.468 -2.353 -0.254
N 0.414 -1.794 0.499
C -0.319 -2.494 1.435
O -0.172 -3.632 1.776
C -1.355 -1.578 2.012
C -2.184 -2.012 3.020
C -3.156 -1.149 3.505
C -3.246 0.114 2.942
C -2.372 0.470 1.935
N -1.418 -0.345 1.462
C 2.248 -1.350 -0.867
C 3.320 -1.691 -1.677
C 3.596 -3.032 -1.893
Cl 4.895 -3.447 -2.928
N 1.818 -0.059 -0.505
C 2.093 1.032 -1.283
O 2.708 1.071 -2.317
C 1.430 2.227 -0.678
C 1.852 3.508 -0.956
C 1.252 4.554 -0.271
C 0.256 4.256 0.652
C -0.137 2.945 0.834
N 0.428 1.926 0.176
H 1.179 -4.462 0.029
H -2.053 -3.020 3.388
H -3.825 -1.454 4.298
H -3.998 0.821 3.263
H -2.452 1.443 1.473
H 3.934 -0.930 -2.132
H 2.641 3.650 -1.680
H 1.564 5.576 -0.437
H -0.225 5.032 1.229
H -0.912 2.698 1.543
S -7.512 -0.506 0.103
C -5.944 -0.422 -0.280
S -4.925 -1.839 -0.498
C -3.449 -0.971 -0.824
C -3.511 0.368 -0.818
S -2.113 1.395 -1.089
S -5.069 1.088 -0.492
S -1.983 -1.886 -1.120
O 0.017 -0.073 -2.311
As -0.155 -0.001 -4.053
C 0.933 1.448 -4.701
C 0.555 2.746 -4.374
C 1.369 3.796 -4.767
C 2.548 3.541 -5.455
C 2.918 2.239 -5.764
C 2.110 1.180 -5.388
C 0.432 -1.741 -4.632
C 0.789 -1.947 -5.963
C 1.177 -3.214 -6.364
C 1.178 -4.264 -5.456
C 0.791 -4.057 -4.139
C 0.429 -2.787 -3.719
C -2.022 0.322 -4.453
C -2.400 1.497 -5.096
C -3.745 1.718 -5.345
C -4.691 0.774 -4.968
C -4.296 -0.416 -4.370
C -2.955 -0.652 -4.115
H -0.358 2.935 -3.821
H 1.078 4.815 -4.547
H 3.186 4.364 -5.751
H 3.842 2.047 -6.293
H 2.401 0.159 -5.601
H 0.756 -1.126 -6.669
H 1.475 -3.388 -7.389
H 1.472 -5.255 -5.775
H 0.765 -4.884 -3.442
H 0.144 -2.618 -2.694
H -1.658 2.214 -5.419
H -4.056 2.628 -5.841
H -5.740 0.955 -5.162
H -5.031 -1.168 -4.114
H -2.639 -1.587 -3.676
```

Values from the calculation:
- Net charge: +2
- HOMO-LUMO gap: 4.8 eV
- LUMO: -7.6 eV

no.,energy (eV)
1,-178069.7379
2,-194824.9816